{
  "formula": "C31H50AsN2O4PRuSSi3",
  "method": "wB97M-V/def2-TZVPD",
  "symbols": ["Si", "C", "N", "H", "H", "H", "Si", "H", "H", "H", "C", "H", "H", "H", "C", "H", "H", "H", "H", "H", "H", "C", "C", "C", "H", "H", "H", "H", "C", "C", "H", "H", "H", "C", "C", "Si", "C", "O", "H", "P", "H", "S", "H", "C", "H", "C", "H", "H", "H", "C", "H", "H", "H", "C", "C", "C", "C", "C", "C", "H", "N", "H", "H", "H", "H", "C", "As", "C", "C", "H", "H", "H", "H", "H", "H", "O", "Ru", "C", "H", "H", "H", "O", "C", "H", "C", "C", "C", "O", "H", "H", "C", "C", "C", "H"],
  "coordinates": [[-1.648, 1.046, 2.510], [-0.828, -3.577, -0.461], [0.682, -2.678, 1.843], [5.360, 1.065, -2.997], [-3.126, 3.379, -3.911], [0.382, -3.982, -4.114], [-3.178, 1.602, -2.160], [1.252, -2.566, 2.666], [1.184, -2.979, 1.021], [-5.056, -0.042, -1.972], [-3.972, -0.103, -2.097], [4.793, 1.242, -1.299], [-2.730, 0.170, 4.550], [-2.960, -3.321, 4.470], [-2.727, -3.835, 1.138], [1.226, 3.551, 0.243], [2.231, 4.200, -1.054], [-3.658, 3.705, -0.878], [-4.633, 2.460, -4.001], [-1.448, 4.677, -0.518], [3.450, -2.469, -2.433], [-1.399, -3.488, 0.914], [3.270, -0.402, 3.105], [0.046, -3.882, -3.087], [-1.532, -5.595, -0.646], [-1.905, 4.836, -2.220], [-0.378, 2.821, 1.393], [-0.510, 5.724, -1.593], [-0.595, -4.938, -2.457], [0.255, -2.696, -2.397], [-0.757, -5.876, -2.974], [2.104, 2.446, -0.798], [5.112, -1.149, 5.820], [-0.625, -3.076, 2.015], [2.020, -0.114, 3.707], [0.089, 3.343, -1.968], [1.913, -0.214, 5.117], [3.188, -1.545, 0.737], [1.205, 4.742, -3.725], [3.294, -0.102, -2.555], [-4.347, -4.049, 2.536], [3.072, -0.243, 1.376], [4.470, -1.674, -1.227], [-1.029, -4.777, -1.150], [2.947, -0.663, 6.917], [3.021, -0.583, 5.838], [0.971, 0.000, 5.605], [-3.126, 1.773, -4.641], [-3.561, -0.688, -1.271], [-2.642, 1.156, 4.088], [-2.063, 2.894, 0.907], [-1.871, -0.647, 0.647], [-0.600, -2.695, 4.123], [-2.532, -3.374, 3.476], [-4.086, 2.701, -0.918], [0.770, 3.739, -3.686], [-3.554, 2.377, -3.839], [1.550, 3.386, -0.787], [-1.403, 2.734, 1.760], [-3.324, -4.135, 0.284], [1.510, 0.238, 1.432], [-3.303, 0.338, 0.844], [-3.762, -0.653, -3.017], [3.727, -0.131, -4.941], [-1.573, 3.521, 2.499], [1.077, 0.229, 2.733], [-0.905, 1.252, -1.988], [4.261, -0.861, 5.219], [-0.159, -2.493, -1.069], [4.016, 2.165, -2.600], [-0.014, 3.668, -4.442], [5.006, -1.755, -2.943], [2.200, -0.945, -4.515], [0.744, -1.875, -2.916], [-2.187, 1.837, 4.808], [2.103, 0.075, -1.680], [0.302, -0.499, -0.358], [4.379, -0.768, 3.836], [5.319, -0.981, 3.342], [-4.077, 2.289, 0.092], [-3.652, 1.515, 3.868], [-0.171, 0.519, 3.077], [-3.306, -3.784, 2.400], [-2.952, -0.977, 1.990], [-1.058, 4.778, -1.533], [4.496, 1.218, -2.349], [-1.207, -3.022, 3.285], [3.946, 0.767, 0.819], [2.280, 0.820, -4.508], [1.550, 3.021, -3.954], [4.153, -1.650, -2.270], [2.844, -0.091, -4.302], [-2.511, -0.171, 1.400], [-5.131, 2.793, -1.231]],
  "forces_ev_per_a": [[-0.1, 0.1, -0.1], [0.0, 0.0, 0.0], [0.0, -0.2, 0.1], [0.0, 0.0, 0.0], [0.0, 0.0, 0.0], [0.0, 0.0, 0.0], [0.1, 0.0, 0.0], [0.0, 0.0, 0.0], [0.0, 0.1, 0.0], [0.0, 0.0, 0.0], [0.0, 0.0, 0.0], [0.0, 0.0, 0.0], [0.0, 0.0, 0.0], [0.0, 0.0, 0.0], [0.0, 0.0, 0.0], [0.0, 0.0, 0.0], [0.0, 0.0, 0.0], [0.0, 0.0, 0.0], [0.0, 0.0, 0.0], [0.0, 0.0, 0.0], [0.0, 0.0, 0.0], [0.0, 0.0, 0.1], [0.0, 0.0, 0.0], [0.0, 0.0, 0.0], [0.0, 0.0, 0.0], [0.0, 0.0, 0.0], [0.0, 0.0, 0.0], [0.0, 0.0, 0.0], [0.0, 0.0, 0.0], [0.0, 0.0, 0.0], [0.0, 0.0, 0.0], [0.0, 0.0, 0.0], [0.0, 0.0, 0.0], [0.1, 0.1, -0.1], [0.1, 0.0, 0.0], [0.0, 0.0, 0.0], [0.0, 0.0, 0.0], [0.0, 0.0, 0.0], [0.0, 0.0, 0.0], [0.0, -0.1, 0.0], [0.0, 0.0, 0.0], [0.0, 0.0, 0.1], [0.0, 0.0, 0.0], [0.0, 0.0, 0.0], [0.0, 0.0, 0.0], [0.0, 0.0, 0.0], [0.0, 0.0, 0.0], [0.0, 0.0, 0.0], [0.0, 0.0, 0.0], [0.0, 0.0, 0.0], [0.0, 0.0, 0.0], [0.0, 0.0, 0.0], [0.0, 0.0, 0.0], [0.0, 0.0, 0.0], [0.0, 0.0, 0.0], [0.0, 0.0, 0.0], [0.0, 0.0, 0.0], [0.0, 0.0, 0.0], [0.0, 0.0, -0.1], [0.0, 0.0, 0.0], [-0.2, 0.0, 0.1], [0.0, 0.0, 0.1], [0.0, 0.0, 0.0], [0.0, 0.0, 0.0], [0.0, 0.0, 0.0], [0.0, 0.1, -0.2], [0.2, -0.3, 0.2], [0.0, 0.0, 0.0], [0.0, 0.0, 0.0], [0.0, 0.0, 0.0], [0.0, 0.0, 0.0], [0.0, 0.0, 0.0], [0.0, 0.0, 0.0], [0.0, 0.0, 0.0], [0.0, 0.0, 0.0], [-0.1, 0.1, 0.1], [-0.1, 0.3, -0.3], [0.0, 0.0, 0.0], [0.0, 0.0, 0.0], [0.0, 0.0, 0.0], [0.0, 0.0, 0.0], [0.1, -0.3, 0.1], [0.0, 0.0, 0.0], [0.0, 0.0, 0.0], [0.0, 0.0, 0.0], [0.0, 0.0, 0.0], [0.0, 0.0, 0.0], [0.0, 0.0, 0.0], [0.0, 0.0, 0.0], [0.0, 0.0, 0.0], [0.0, 0.0, 0.0], [0.0, 0.0, 0.0], [0.1, 0.0, 0.0], [0.0, 0.0, 0.0]],
  "mulliken_charge": [0.363, 0.624, -0.246, 0.450, 0.253, 0.406, 0.631, 0.239, 0.239, 0.345, -0.850, 0.240, 0.253, 0.386, -0.470, 0.274, 0.423, 0.271, 0.341, 0.242, 0.249, 0.754, 0.019, -0.830, 0.460, 0.191, -0.432, 0.413, -0.654, -0.690, 0.358, -0.419, 0.383, 0.322, 0.047, 0.392, -0.629, -0.653, 0.348, 1.278, 0.350, 1.004, 0.259, -0.495, 0.374, -0.495, 0.539, 0.288, -0.066, -1.307, -0.441, -1.009, 0.360, -0.581, -1.046, -1.062, -1.210, -0.381, 0.384, 0.488, 0.245, 0.384, 0.336, 0.419, 0.489, -0.437, -0.081, -0.778, -0.439, 0.266, 0.261, 0.438, 0.330, 0.440, 0.337, -0.382, 1.089, -0.466, 0.457, 0.201, 0.322, -0.473, -0.927, 0.096, -1.058, -1.022, -0.734, -0.777, 0.147, 0.123, -1.151, -0.955, 0.575, 0.452],
  "lumo_energy_ha": [0.0937, 0.0934],
  "homo_energy_ev": [-2.917, -4.142],
  "spin_multiplicity": 6,
  "charge": -1,
  "homo_lumo_gap_ev": [5.47, 6.68]
}

{
  "formula": "CH5IN",
  "method": "wB97M-V/def2-TZVPD",
  "symbols": ["H", "H", "I", "H", "H", "H", "C", "N"],
  "coordinates": [[0.988, 1.335, 0.868], [-1.542, -1.577, -0.059], [3.317, 0.061, -0.052], [-0.564, -0.666, -1.106], [-2.027, -0.117, -0.176], [1.204, -0.200, 1.660], [1.548, 0.364, 0.861], [-1.158, -0.666, -0.221]],
  "forces_ev_per_a": [[0.7, -0.8, -0.9], [0.5, -0.9, 0.0], [-1.7, 0.2, 0.6], [-2.1, 0.2, 1.4], [1.0, 0.5, -0.8], [-0.4, -1.9, 1.1], [0.8, 2.3, -0.9], [1.1, 0.4, -0.6]],
  "mulliken_charge": [0.361, 0.255, 0.574, 0.282, 0.256, 0.381, -0.433, -0.677],
  "lumo_energy_ha": -0.2841,
  "homo_energy_ev": -14.444,
  "spin_multiplicity": 1,
  "charge": 1,
  "homo_lumo_gap_ev": 6.71
}

{
  "formula": "CH6N2S2",
  "method": "wB97M-V/def2-TZVPD",
  "symbols": ["S", "C", "N", "H", "H", "H", "H", "N", "S", "H", "H"],
  "coordinates": [[-0.444, 2.027, -0.589], [0.562, -1.764, 1.763], [0.721, -1.654, 3.089], [-0.863, 1.121, 0.506], [-0.393, -2.110, 1.391], [-0.259, -1.432, 3.411], [2.405, -1.592, 1.219], [1.481, -1.524, 0.810], [-0.885, 0.318, -2.033], [1.190, -1.102, -0.039], [0.400, 0.418, -2.402]],
  "forces_ev_per_a": [[-1.6, -3.5, 0.7], [-1.1, 0.5, 3.4], [-1.0, 0.9, -3.2], [0.9, 1.9, -1.7], [-0.6, 0.6, -0.4], [1.2, -1.4, 0.1], [0.3, 0.9, -0.9], [0.9, -1.5, 1.7], [0.8, 1.9, 1.3], [0.3, 0.0, -0.6], [-0.1, -0.4, -0.3]],
  "mulliken_charge": [-0.175, 0.050, -0.700, 0.191, 0.346, 0.227, 0.247, -0.382, -0.225, 0.237, 0.184],
  "lumo_energy_ha": -0.0306,
  "homo_energy_ev": -8.969,
  "spin_multiplicity": 1,
  "charge": 0,
  "homo_lumo_gap_ev": 8.14,
  "smiles": "[H]/N=C/N.SS"
}

Number 1: calculated total energy -5560.6079 Eh. Number 2: calculated total energy -393.1652 Eh. Number 3: calculated total energy -947.5188 Eh.